Molecular formula: C4H8N2O
Method: DFT, ωB97M-V with the def2-TZVPD basis set

The LUMO energy comes out at 0.0232 Ha. The HOMO energy is -0.34311 Eh. The structure (SMILES) is N#C[C@@H](N)CCO. As for the relative energy (zero: lowest compared OMol25 entry of this formula, charge and spin): 79.7 kcal per mole.

ORCA input file:
```
! RIJCOSX wB97M-V def2-TZVPD def2/J DEFGRID3
* xyz 0 1
N -1.260 -0.844 0.546
C -0.762 0.523 0.233
C 0.206 0.143 -0.898
C 1.613 -0.076 -0.350
O 1.503 -1.093 0.647
C -1.862 1.374 -0.226
N -2.752 2.028 -0.569
H -0.555 -1.310 1.112
H -2.214 -0.982 0.833
H -0.309 0.976 1.120
H 0.248 0.880 -1.729
H -0.545 -0.931 -0.822
H 2.062 0.823 0.121
H 2.297 -0.381 -1.157
H 2.329 -1.131 1.140
*
```

***

Molecular formula: C37H84BClInO20
Method: DFT, ωB97M-V with the def2-TZVPD basis set

The LUMO energy comes out at 0.0534 Ha. The HOMO energy is -0.18720 Eh. As for the relative energy (zero: lowest compared OMol25 entry of this formula, charge and spin): 0.0 kcal per mole.

ORCA input file:
```
! RIJCOSX wB97M-V def2-TZVPD def2/J DEFGRID3
* xyz -1 1
C 8.446 8.961 4.127
C 7.686 9.532 2.900
Cl 7.041 11.173 3.412
C 6.503 8.607 2.621
In 7.085 6.723 1.496
C 5.653 5.088 2.154
C 5.057 5.577 3.407
O 5.662 5.597 4.437
C 6.680 7.239 -0.707
C 7.231 8.589 -0.907
O 6.518 9.537 -1.012
O 8.600 8.786 -0.936
B 9.283 6.122 1.760
O 9.670 4.834 1.393
O 10.286 6.955 2.266
H 8.317 7.878 4.100
H 7.951 9.308 5.032
H 9.505 9.216 4.091
H 8.340 9.643 2.036
H 6.048 8.380 3.590
H 5.751 9.119 2.011
H 6.196 4.155 2.297
H 4.908 5.018 1.355
H 4.021 5.976 3.371
H 7.126 6.489 -1.362
H 5.600 7.316 -0.794
H 8.985 8.523 -0.091
H 9.271 4.628 0.541
H 10.104 7.810 1.861
C -1.469 6.770 0.634
O -0.702 7.946 0.776
C -0.094 8.099 2.049
C 1.368 8.498 1.955
O 2.253 7.520 1.431
C 2.100 7.151 0.063
C 2.412 8.236 -0.954
O 1.469 9.297 -0.923
C 2.051 10.587 -0.924
H -2.488 6.928 1.006
H -1.517 6.528 -0.428
H -1.011 5.920 1.150
H -0.179 7.179 2.638
H -0.635 8.895 2.575
H 1.718 8.674 2.977
H 1.488 9.448 1.433
H 1.117 6.708 -0.103
H 2.823 6.347 -0.102
H 2.359 7.786 -1.955
H 3.431 8.602 -0.797
H 2.988 10.613 -0.362
H 1.348 11.268 -0.440
H 2.222 10.927 -1.950
C -5.094 0.285 -0.775
O -5.190 1.492 -1.503
C -5.511 2.627 -0.715
C -4.623 3.819 -1.027
O -3.258 3.696 -0.657
C -2.455 2.733 -1.329
C -2.197 2.992 -2.802
O -3.370 2.854 -3.589
C -3.581 3.901 -4.513
H -6.083 -0.174 -0.668
H -4.451 -0.395 -1.334
H -4.644 0.438 0.211
H -5.444 2.396 0.353
H -6.549 2.901 -0.943
H -5.000 4.661 -0.439
H -4.716 4.121 -2.071
H -2.838 1.726 -1.161
H -1.487 2.774 -0.823
H -1.478 2.242 -3.156
H -1.746 3.981 -2.926
H -3.251 4.867 -4.119
H -4.654 3.965 -4.703
H -3.069 3.688 -5.457
C -6.269 -4.146 -0.503
O -5.511 -3.647 0.581
C -6.245 -3.507 1.787
C -5.500 -4.071 2.983
O -5.332 -5.482 3.003
C -4.505 -6.079 2.014
C -3.024 -5.749 2.091
O -2.769 -4.390 1.777
C -1.895 -3.734 2.677
H -6.791 -3.329 -1.013
H -5.580 -4.615 -1.207
H -6.989 -4.905 -0.182
H -7.225 -3.991 1.709
H -6.404 -2.434 1.953
H -6.098 -3.844 3.870
H -4.545 -3.565 3.131
H -4.901 -5.891 1.015
H -4.599 -7.156 2.177
H -2.498 -6.355 1.343
H -2.638 -6.015 3.080
H -2.032 -4.081 3.705
H -2.128 -2.669 2.647
H -0.854 -3.875 2.371
C -6.461 -9.277 -5.168
O -5.386 -9.290 -4.252
C -4.335 -10.178 -4.594
C -2.967 -9.533 -4.465
O -2.671 -8.501 -5.395
C -3.405 -7.286 -5.331
C -3.179 -6.436 -4.094
O -3.700 -7.046 -2.923
C -2.821 -7.035 -1.816
H -7.173 -10.075 -4.934
H -6.969 -8.316 -5.074
H -6.117 -9.377 -6.202
H -4.459 -10.562 -5.612
H -4.383 -11.025 -3.899
H -2.227 -10.312 -4.662
H -2.781 -9.198 -3.443
H -4.467 -7.464 -5.503
H -3.055 -6.701 -6.186
H -3.713 -5.488 -4.232
H -2.112 -6.216 -3.990
H -1.776 -7.153 -2.120
H -3.079 -7.882 -1.177
H -2.948 -6.109 -1.244
C 4.773 -6.824 0.658
O 3.873 -7.707 1.297
C 3.723 -7.483 2.690
C 2.267 -7.480 3.120
O 1.480 -6.394 2.653
C 1.214 -6.284 1.262
C 0.333 -7.367 0.665
O 0.981 -8.628 0.648
C 0.190 -9.699 1.120
H 5.799 -7.195 0.743
H 4.503 -6.778 -0.397
H 4.708 -5.810 1.066
H 4.191 -6.540 2.990
H 4.234 -8.302 3.211
H 2.257 -7.388 4.210
H 1.785 -8.432 2.897
H 2.139 -6.168 0.698
H 0.674 -5.339 1.150
H 0.119 -7.101 -0.379
H -0.616 -7.407 1.207
H -0.468 -9.390 1.938
H 0.865 -10.466 1.504
H -0.401 -10.127 0.304
*
```

***

Molecular formula: C13H15I2O6
Method: DFT, ωB97M-V with the def2-TZVPD basis set

The LUMO energy comes out at 0.0130 Ha. The HOMO energy is -0.17261 Eh.

ORCA input file:
```
! RIJCOSX wB97M-V def2-TZVPD def2/J DEFGRID3
* xyz -1 1
C -2.471 0.341 -3.245
C -3.321 -0.322 -1.966
C -2.767 -1.858 -1.809
O -3.169 -2.542 -0.570
C -2.464 -2.024 0.612
C -3.143 -1.490 1.857
C -2.171 -0.919 3.092
O -2.469 -1.111 4.388
C -0.789 -0.137 2.567
C -0.105 -0.683 1.326
C 1.222 0.104 0.773
I 0.454 1.642 -0.652
C 2.257 -0.819 -0.108
C 3.643 0.100 -0.280
I 1.552 -1.154 -2.199
C -0.792 -2.020 0.658
O -0.146 -3.088 0.182
H -2.692 -0.243 -4.254
H -2.766 1.461 -3.410
H -1.313 0.231 -3.043
H -3.042 0.361 -1.028
H -4.456 -0.229 -2.239
H -1.609 -1.827 -2.003
H -3.226 -2.478 -2.720
H -4.322 -1.451 1.923
H -0.363 0.808 3.147
H 1.760 0.714 1.631
H 2.597 -1.809 0.419
H 4.626 -0.550 -0.207
H 3.566 0.617 -1.353
H 3.626 1.003 0.493
C 4.553 3.596 1.347
O 3.305 3.638 1.226
O 4.967 4.474 2.250
O 5.419 2.893 0.779
H 4.049 4.769 2.417
*
```

***

Molecular formula: C5H14N2O2
Method: DFT, ωB97M-V with the def2-TZVPD basis set

The LUMO energy comes out at 0.0284 Ha. The HOMO energy is -0.34345 Eh. As for the relative energy (zero: lowest compared OMol25 entry of this formula, charge and spin): 56.8 kcal per mole.

ORCA input file:
```
! RIJCOSX wB97M-V def2-TZVPD def2/J DEFGRID3
* xyz 0 1
C -1.338 0.211 0.715
C -0.720 0.311 2.108
C -0.309 0.568 -0.377
N -0.793 0.439 -1.680
N -2.519 1.060 0.502
O 0.530 1.544 -0.140
H -1.659 -0.819 0.529
H -1.800 0.377 -1.737
H -0.395 1.112 -2.319
H -2.287 2.030 0.692
H -3.263 0.795 1.138
H -1.457 0.031 2.863
H -0.388 1.332 2.298
H 0.145 -0.345 2.213
C 1.821 -0.920 -0.170
C 1.967 -1.586 -1.525
O 2.478 0.188 0.048
H 1.607 1.083 -0.043
H 1.774 -1.627 0.674
H 0.565 -0.545 -0.209
H 1.296 -2.441 -1.623
H 1.746 -0.872 -2.319
H 2.998 -1.926 -1.639
*
```

***

Molecular formula: C21H24CoN4O3S2
Method: DFT, ωB97M-V with the def2-TZVPD basis set

The LUMO energy (alpha / beta) comes out at 0.0082 / 0.0081 Ha. The HOMO energy (alpha / beta) is -0.24188 / -0.27352 Eh. As for the relative energy (zero: lowest compared OMol25 entry of this formula, charge and spin): 0.0 kcal per mole.

ORCA input file:
```
! RIJCOSX wB97M-V def2-TZVPD def2/J DEFGRID3
* xyz 0 4
Co 0.298 0.132 0.228
N -2.346 0.593 -7.153
C -1.870 1.116 -5.959
C -2.636 2.030 -5.229
C -2.175 2.528 -4.024
C -0.945 2.112 -3.541
C -0.173 1.200 -4.248
C -0.635 0.700 -5.449
S -0.284 2.787 -2.041
O 1.137 2.882 -2.220
O -1.015 3.968 -1.682
N -0.525 1.591 -0.937
C -1.757 1.367 -0.448
N -2.893 1.845 -0.983
C -4.019 1.574 -0.345
C -4.080 0.800 0.808
C -2.882 0.254 1.233
N -1.737 0.507 0.619
H -3.058 1.129 -7.618
H -1.653 0.213 -7.774
H -3.594 2.349 -5.625
H -2.746 3.239 -3.443
H 0.792 0.909 -3.848
H -0.040 -0.007 -6.015
H -4.922 1.980 -0.793
H -5.006 0.612 1.329
H -2.835 -0.422 2.080
C 1.880 0.167 1.470
C 2.607 -0.065 0.229
C 3.010 0.997 -0.609
C 3.627 0.760 -1.824
C 3.902 -0.536 -2.238
C 3.561 -1.600 -1.408
C 2.934 -1.374 -0.199
H 2.012 1.148 1.918
H 1.920 -0.641 2.197
H 2.808 2.015 -0.299
H 3.891 1.600 -2.455
H 4.381 -0.718 -3.192
H 3.792 -2.614 -1.712
H 2.676 -2.207 0.445
O -0.086 -1.486 -1.015
S -0.552 -1.689 -2.429
C -0.959 -3.478 -2.517
C -2.409 -3.616 -2.085
C -3.144 -2.470 -2.776
C -2.331 -1.218 -2.474
H -0.244 -3.986 -1.874
H -0.811 -3.786 -3.553
H -2.481 -3.505 -1.001
H -2.816 -4.589 -2.360
H -4.168 -2.363 -2.417
H -3.182 -2.649 -3.853
H -2.531 -0.843 -1.472
H -2.461 -0.412 -3.197
*
```

***

Molecular formula: C45H40F4N5O4ScTe
Method: DFT, ωB97M-V with the def2-TZVPD basis set

The LUMO energy comes out at 0.0021 Ha. The HOMO energy is -0.27266 Eh. As for the relative energy (zero: lowest compared OMol25 entry of this formula, charge and spin): 12.9 kcal per mole.

ORCA input file:
```
! RIJCOSX wB97M-V def2-TZVPD def2/J DEFGRID3
* xyz 0 1
Sc -0.334 -0.548 0.148
C 2.016 -3.120 1.632
N 2.761 -1.925 2.009
C 3.070 -1.059 0.889
C 2.245 -1.208 3.172
C 1.131 -0.165 2.984
N -0.048 -0.643 2.263
C -1.300 -0.582 2.765
C -2.318 -1.215 2.009
F -1.889 -1.831 0.829
C -3.659 -1.175 2.271
F -4.506 -1.768 1.423
C -4.130 -0.537 3.397
C -3.175 0.062 4.194
F -3.571 0.705 5.298
C -1.826 0.053 3.910
F -1.018 0.724 4.754
H 2.581 -3.665 0.872
H 1.023 -2.939 1.233
H 1.913 -3.772 2.500
H 3.578 -1.638 0.115
H 3.728 -0.249 1.216
H 2.197 -0.575 0.423
H 3.079 -0.658 3.622
H 1.922 -1.961 3.894
H 1.546 0.687 2.439
H 0.884 0.182 3.982
H -5.181 -0.504 3.645
O 0.588 1.200 0.172
N -0.154 2.249 0.040
N -1.384 1.986 -0.053
O -1.862 0.753 0.017
C -2.284 3.081 -0.352
C -2.958 3.058 -1.559
C -3.807 4.111 -1.862
C -3.974 5.156 -0.958
C -3.279 5.160 0.243
C -2.422 4.114 0.555
H -2.787 2.249 -2.256
H -4.327 4.116 -2.812
H -4.653 5.967 -1.194
H -3.402 5.979 0.943
H -1.863 4.097 1.484
C 2.749 -2.822 -6.118
C 2.084 -2.554 -4.788
C 1.938 -3.544 -3.832
C 1.329 -3.307 -2.598
C 1.117 -4.432 -1.628
O 0.112 -4.517 -0.959
C 2.171 -5.498 -1.511
C 3.529 -5.215 -1.641
C 4.473 -6.213 -1.440
C 4.064 -7.499 -1.116
C 2.710 -7.787 -0.984
C 1.769 -6.787 -1.173
C 0.846 -2.021 -2.300
O 0.307 -1.729 -1.120
C 0.961 -1.016 -3.285
C 1.586 -1.290 -4.489
C 0.410 0.351 -2.994
N -0.825 0.593 -2.777
C -1.830 -0.448 -3.003
C -2.157 -0.696 -4.477
Te -2.838 1.023 -5.581
C -0.954 1.567 -6.368
C -0.227 0.649 -7.125
C 1.038 0.981 -7.598
C 1.579 2.233 -7.328
C 0.841 3.160 -6.604
C -0.421 2.830 -6.125
C 1.385 1.482 -2.929
C 2.748 1.244 -2.766
C 3.640 2.303 -2.646
C 3.177 3.610 -2.698
C 1.820 3.854 -2.874
C 0.933 2.799 -2.991
H 3.088 -3.855 -6.185
H 3.614 -2.171 -6.261
H 2.059 -2.637 -6.946
H 2.278 -4.549 -4.056
H 3.849 -4.207 -1.880
H 5.528 -5.987 -1.534
H 4.802 -8.278 -0.960
H 2.390 -8.788 -0.725
H 0.710 -6.989 -1.062
H 1.682 -0.493 -5.221
H -2.736 -0.130 -2.489
H -1.530 -1.403 -2.568
H -2.958 -1.433 -4.545
H -1.287 -1.079 -5.013
H -0.647 -0.324 -7.355
H 1.598 0.262 -8.185
H 2.573 2.483 -7.679
H 1.254 4.140 -6.393
H -0.991 3.556 -5.556
H 3.119 0.228 -2.711
H 4.696 2.103 -2.503
H 3.872 4.436 -2.602
H 1.450 4.873 -2.911
H -0.127 2.981 -3.128
*
```

***

Molecular formula: C3H4O3Rb
Method: DFT, ωB97M-V with the def2-TZVPD basis set

The LUMO energy comes out at -0.1606 Ha. The HOMO energy is -0.48032 Eh. As for the relative energy (zero: lowest compared OMol25 entry of this formula, charge and spin): 78.0 kcal per mole.

ORCA input file:
```
! RIJCOSX wB97M-V def2-TZVPD def2/J DEFGRID3
* xyz 1 1
C -3.406 0.115 0.822
O -0.849 -0.669 1.069
C -1.040 0.295 0.320
C -3.109 -1.311 1.085
O -2.434 0.890 0.496
O -0.457 0.710 -0.655
H -4.365 0.373 0.355
H -2.827 -1.780 0.130
H -3.156 -0.835 2.224
Rb 2.772 -0.404 -0.165
H -4.037 -1.881 1.243
*
```

***

Molecular formula: C3H8N2
Method: DFT, ωB97M-V with the def2-TZVPD basis set

The LUMO energy comes out at 0.0318 Ha. The HOMO energy is -0.33673 Eh. The structure (SMILES) is [H]/N=C/N.C=C. As for the relative energy (zero: lowest compared OMol25 entry of this formula, charge and spin): 55.8 kcal per mole.

ORCA input file:
```
! RIJCOSX wB97M-V def2-TZVPD def2/J DEFGRID3
* xyz 0 1
C -2.255 -2.047 -0.414
C -2.467 -1.536 -1.620
H -1.638 -2.931 -0.337
H -2.552 -1.450 0.435
H -2.058 -2.033 -2.492
H -3.141 -0.709 -1.803
N 1.246 0.229 1.267
C 1.462 1.494 0.830
N 2.187 1.891 -0.127
H 1.632 -0.561 0.774
H 0.326 0.048 1.627
H 0.774 2.221 1.301
H 1.941 2.789 -0.513
*
```

***

Number 1: E_tot -9302.9360 eV. Number 2: E_tot -99046.7085 eV. Number 3: E_tot -42203.0309 eV. Number 4: E_tot -12485.8637 eV. Number 5: E_tot -93566.3978 eV. Number 6: E_tot -101817.8844 eV. Number 7: E_tot -9964.3458 eV. Number 8: E_tot -6219.4258 eV.